Density functional theory data (ωB97M-V/def2-TZVPD) for a 11-piece molecular cluster, C44H82Cl12F16O2 overall.

Geometry as XYZ:
```
156
Properties=species:S:1:pos:R:3:forces:R:3:lowdin_charge:R:1
F -14.63227 22.57456 -18.57008 0.2 1.0 -0.5 0.105
C -15.67736 23.43373 -18.44231 -1.2 -1.6 1.3 -0.288
F -15.29586 24.70250 -18.21132 0.8 -0.8 -0.7 0.057
C -16.60993 23.32205 -19.65039 1.5 -0.8 -1.3 -0.435
F -17.78102 23.93667 -19.43247 -0.1 0.5 0.1 0.140
F -16.87013 21.98685 -19.74675 -0.2 0.2 -0.1 0.126
C -15.86105 23.78512 -20.89861 0.8 1.8 -0.5 -0.055
O -16.54204 23.49888 -22.09603 -0.6 -0.4 -1.2 0.036
C -15.81429 23.39216 -23.26243 0.8 -1.5 1.4 -0.524
F -15.10176 24.48505 -23.57493 -0.3 0.7 0.0 0.154
F -14.87210 22.42797 -23.08473 0.1 -0.3 -0.1 0.138
C -16.73812 22.99625 -24.41027 -0.9 0.9 -0.1 -0.295
F -16.08642 22.54814 -25.49483 0.4 -0.1 0.3 0.123
F -17.59353 22.04735 -23.97787 1.1 -0.4 -0.2 0.081
H -16.21803 23.04136 -17.57740 -0.2 0.4 0.2 0.180
H -14.81718 23.46188 -20.87970 -0.3 -0.9 0.0 0.153
H -15.70261 24.87003 -20.92810 -0.5 0.1 0.8 0.133
H -17.28577 23.89809 -24.69619 -0.1 -0.3 -0.1 0.145
F -16.70860 28.16440 -23.35511 1.0 -0.7 0.6 0.007
C -17.60189 27.43784 -22.62188 -0.8 1.5 -0.8 -0.282
F -17.63184 26.17269 -23.09777 1.0 0.2 0.8 0.090
C -17.47545 27.55644 -21.07916 0.4 1.8 0.5 -0.399
F -17.37941 28.89592 -20.78017 -0.5 -0.2 -0.7 0.086
F -16.35089 27.08025 -20.50446 0.2 -1.2 -0.5 0.089
C -18.70011 27.00164 -20.40646 -0.8 -1.4 0.2 -0.064
O -19.78981 27.83028 -20.75935 -0.5 1.1 0.6 -0.003
C -20.93430 27.76751 -20.00743 0.8 -0.5 -0.4 -0.506
F -21.48455 26.52934 -20.16091 -0.3 0.1 -0.3 0.129
F -20.70201 27.84607 -18.69229 0.1 0.7 0.1 0.110
C -21.92947 28.84037 -20.50201 -0.3 -0.2 -0.6 -0.283
F -23.09669 28.59961 -19.87103 0.2 0.2 0.6 0.100
F -21.53339 30.10425 -20.26340 0.3 -0.1 0.6 0.097
H -18.50708 27.95110 -22.95965 -0.1 -0.5 1.2 0.110
H -18.63392 26.85888 -19.32738 0.5 0.5 0.0 0.120
H -18.89660 26.00629 -20.82450 0.3 0.1 0.3 0.108
H -22.12886 28.80346 -21.57771 0.6 -0.5 0.5 0.122
Cl -16.98736 28.18598 -17.23973 -0.1 0.0 0.0 0.575
C -15.57984 27.14524 -17.20037 0.6 -0.2 0.0 -1.536
Cl -15.05780 26.80876 -15.54356 0.1 0.3 0.1 0.548
Cl -14.26354 27.83845 -18.19459 -0.3 -0.1 0.4 0.538
H -15.76472 26.14719 -17.58165 -0.6 1.2 0.0 -0.042
Cl -17.48004 33.02558 -23.16538 -0.2 -0.5 -0.3 0.537
C -18.18306 31.51458 -23.78321 -0.5 0.2 -0.3 -1.493
Cl -19.03759 31.72340 -25.34806 0.6 0.2 0.3 0.523
Cl -19.37752 30.85786 -22.66296 0.3 -0.1 0.4 0.582
H -17.38581 30.79391 -23.92708 0.0 0.0 0.0 -0.033
Cl -14.68461 30.00048 -23.40913 1.0 0.0 0.3 0.552
C -13.74589 28.49484 -23.13010 -0.4 0.2 0.7 -1.492
Cl -12.39379 28.67307 -21.92313 -0.7 0.2 -1.1 0.501
Cl -13.30560 27.79728 -24.67521 0.4 0.0 0.2 0.561
H -14.42306 27.81203 -22.63255 0.0 0.0 -0.1 -0.025
Cl -20.84660 24.06585 -14.67717 0.3 -0.2 -0.3 0.540
C -20.90587 24.87103 -16.24271 -1.0 0.6 0.0 -1.533
Cl -19.93603 26.31939 -16.28946 0.7 0.2 0.3 0.548
Cl -22.59865 25.37756 -16.53450 0.0 -0.3 -0.2 0.498
H -20.58679 24.25655 -17.07744 -0.1 -0.4 0.3 0.014
C -25.95994 32.30320 -23.83438 -0.4 -0.2 -0.9 -0.112
C -25.70303 30.80408 -23.71106 -1.0 -0.6 1.2 -0.281
C -24.36500 30.45672 -23.07435 -0.3 -0.1 -1.2 -0.193
C -24.02516 28.96120 -23.03612 0.6 -0.2 0.1 -0.216
C -24.83656 28.09388 -22.09064 -0.7 1.1 -0.7 -0.285
C -24.46275 26.61126 -22.10430 0.7 0.1 0.5 -0.073
H -25.60688 32.61914 -24.81884 0.0 0.2 0.0 0.069
H -25.50213 32.98411 -23.11780 0.1 -0.4 0.3 0.072
H -27.04127 32.44596 -23.81959 0.0 0.3 0.0 0.068
H -26.46650 30.34081 -23.07344 -0.1 0.3 0.2 0.097
H -25.94229 30.31234 -24.65734 0.7 0.1 -0.3 0.113
H -24.38751 30.89624 -22.07522 0.3 -0.1 0.1 0.121
H -23.65851 31.01325 -23.69775 0.6 -0.2 0.4 0.113
H -24.05742 28.45726 -24.00525 -0.1 0.5 -0.3 0.113
H -22.97176 28.86825 -22.74751 -0.3 0.1 -0.6 0.053
H -24.90462 28.56300 -21.10287 1.0 -0.5 -0.3 0.079
H -25.89818 28.21596 -22.33891 0.3 -0.2 -0.8 0.103
H -24.42453 26.15807 -23.09511 -0.1 0.3 -0.2 0.082
H -23.48593 26.44697 -21.63866 0.1 0.1 -0.1 0.067
H -25.13832 26.00809 -21.49507 0.3 -0.1 -0.4 0.038
C -26.54317 22.35570 -23.78190 0.7 0.9 -0.7 -0.115
C -25.23765 21.94583 -23.13499 0.1 -0.4 0.8 -0.272
C -24.48314 23.11096 -22.44943 -0.6 -0.9 0.0 -0.207
C -23.16846 22.63376 -21.81204 -1.2 0.0 -0.6 -0.204
C -22.22791 23.74904 -21.47809 -0.4 0.5 1.0 -0.277
C -20.84587 23.26305 -21.04774 -0.6 -0.8 0.0 -0.105
H -27.32420 22.55616 -23.04997 -0.1 -0.3 -0.1 0.069
H -26.82326 21.65027 -24.56302 -0.4 -0.1 0.3 0.071
H -26.35315 23.30684 -24.29108 -0.3 0.0 -0.2 0.068
H -25.51573 21.14697 -22.43843 0.4 0.1 0.4 0.106
H -24.55853 21.43933 -23.82509 -0.1 0.2 -0.3 0.104
H -25.11635 23.52088 -21.66035 0.0 0.1 -0.1 0.073
H -24.38118 23.90407 -23.19532 0.4 0.0 0.0 0.101
H -23.48996 22.08266 -20.92439 0.5 -0.3 0.0 0.118
H -22.71411 21.94292 -22.52792 0.2 -0.2 0.2 0.110
H -22.24190 24.47724 -22.29635 -0.1 -1.1 0.1 0.066
H -22.65259 24.39595 -20.70043 -0.1 -0.3 0.3 0.098
H -20.20144 24.10343 -20.79440 0.2 -0.3 0.2 0.056
H -20.87819 22.50435 -20.26352 -0.4 0.5 0.6 0.090
H -20.39917 22.68903 -21.86513 -0.9 0.4 1.7 0.021
C -18.74563 31.83695 -18.78257 0.1 0.3 0.9 -0.105
C -19.05158 32.45542 -17.41746 -0.7 0.1 -0.1 -0.277
C -19.08226 31.43469 -16.29398 0.4 -0.2 0.6 -0.233
C -19.21384 32.05382 -14.88599 0.1 -1.2 -0.4 -0.234
C -18.97140 31.07926 -13.74973 -0.3 0.2 0.5 -0.276
C -19.10560 31.82759 -12.40428 -0.1 -0.3 0.3 -0.118
H -18.68917 32.66087 -19.49265 0.1 -0.4 -0.4 0.068
H -19.51283 31.11504 -19.05560 -0.1 0.1 -0.2 0.051
H -17.80109 31.29828 -18.68647 0.1 0.1 -0.4 0.067
H -18.41330 33.32088 -17.22380 0.5 -0.3 0.2 0.106
H -20.03925 32.92889 -17.45524 -0.1 -0.1 -0.1 0.108
H -18.23642 30.73779 -16.31519 0.5 0.4 -0.1 0.076
H -19.90956 30.73902 -16.47256 -0.3 0.2 0.1 0.114
H -18.45757 32.80733 -14.65930 -0.5 0.7 -0.7 0.114
H -20.26820 32.32744 -14.80898 0.3 1.0 0.2 0.119
H -19.74238 30.30853 -13.83291 0.2 -0.3 0.3 0.106
H -17.99097 30.60716 -13.83767 0.0 0.0 0.0 0.105
H -18.64432 32.81637 -12.34691 0.2 0.0 -0.6 0.066
H -20.15766 32.01000 -12.17718 0.0 -0.1 0.0 0.068
H -18.66067 31.29621 -11.56132 -0.2 -0.3 -0.1 0.063
C -27.87766 23.03577 -18.89895 0.2 -2.2 -1.6 -0.099
C -26.34544 23.23605 -18.97811 -1.2 0.9 1.1 -0.252
C -26.04290 24.61699 -19.53352 0.9 0.1 1.3 -0.250
C -26.45391 25.72871 -18.53972 0.4 0.1 -0.6 -0.201
C -25.94535 27.13233 -18.91976 -1.8 -0.4 -0.3 -0.217
C -26.63517 27.58707 -20.22339 -0.1 -0.4 0.6 -0.141
H -28.54997 23.88597 -18.84105 0.5 0.4 0.1 0.065
H -28.16941 22.31605 -18.13212 0.1 0.2 0.2 0.067
H -28.10623 22.48876 -19.82165 -0.6 0.3 -0.1 0.064
H -26.08824 23.09839 -17.92413 1.0 0.5 -0.1 0.101
H -25.73470 22.55351 -19.57061 -0.7 -0.7 0.0 0.094
H -26.42095 24.66600 -20.55545 -0.3 0.4 0.1 0.101
H -24.94691 24.64072 -19.57323 0.1 0.3 -0.4 0.101
H -27.53782 25.75994 -18.43545 0.0 -0.1 0.3 0.100
H -25.96531 25.40875 -17.61660 -0.4 0.1 0.3 0.104
H -26.30672 27.89619 -18.22900 0.7 -0.3 0.8 0.106
H -24.86054 27.05064 -18.97198 0.1 0.6 -0.2 0.093
H -27.70913 27.39134 -20.23923 0.0 -0.6 0.3 0.091
H -26.62267 28.67515 -20.31093 0.4 -0.1 -0.2 0.080
H -26.12389 27.07028 -21.03613 -1.6 0.6 0.7 0.005
C -21.27030 28.70342 -25.08847 -1.7 0.1 -0.5 -0.118
C -21.44745 27.27120 -24.60698 0.8 0.0 1.3 -0.224
C -20.35187 27.05143 -23.53138 -1.0 -0.8 -1.9 -0.205
C -20.29025 25.61269 -23.05459 0.7 -0.1 1.2 -0.209
C -19.72708 24.59520 -24.03898 -1.0 0.1 -1.0 -0.190
C -19.90614 23.13411 -23.57866 1.0 0.8 -2.3 -0.100
H -20.36637 29.05876 -25.58185 0.3 -0.8 0.1 0.052
H -21.41572 29.36280 -24.23156 -0.1 0.1 -0.1 0.035
H -22.08896 28.87724 -25.79365 0.0 0.5 0.0 0.079
H -22.40141 27.14104 -24.09397 -0.2 0.3 -0.2 0.075
H -21.44348 26.49075 -25.36766 0.3 0.2 -0.3 0.106
H -20.52215 27.74310 -22.70478 0.1 -0.1 -0.5 0.085
H -19.48018 27.34307 -24.12664 0.1 -0.2 0.4 0.105
H -19.71008 25.52707 -22.12495 0.0 0.1 -0.6 0.066
H -21.25285 25.28336 -22.64645 0.7 0.9 -1.1 0.069
H -20.27940 24.76160 -24.96932 -0.1 -0.3 -0.2 0.107
H -18.70403 24.85342 -24.32375 -0.3 -0.1 0.4 0.073
H -19.32240 23.05726 -22.66142 -0.1 -0.4 -0.9 0.062
H -20.97027 22.90096 -23.57002 0.1 0.1 0.7 0.082
H -19.51267 22.40900 -24.29358 -0.1 0.5 -0.1 0.084
```
Forces are in eV/Å.

Computed properties:
F_max	2.71	eV Å⁻¹
orbital gap	10.45	eV
E_tot	-8996.130197	Ha
structure (SMILES)	FC(F)C(F)(F)COC(F)(F)C(F)F.FC(F)C(F)(F)COC(F)(F)C(F)F.ClC(Cl)Cl.ClC(Cl)Cl.ClC(Cl)Cl.ClC(Cl)Cl.CCCCCC.CCCCCC.CCCCCC.CCCCCC.CCCCCC
HOMO	-10.210	eV
LUMO energy	0.24	eV